1.
Formula: CHFINO2
Source: OMol25
Level of theory: ωB97M-V with the def2-TZVPD basis set

Computed properties:
Energy above the lowest of the compared OMol25 structures with the same formula, charge and spin, kcal/mol: 30.1
HOMO, eV: -9.81
Frontier orbital gap, eV: 8.99
Total energy, hartree: -641.33667

Positions of all 7 atoms, in Å:
1 F 1.810 -0.465 -0.958
2 C -1.870 -2.360 0.350
3 O -1.529 -3.404 0.784
4 I -2.925 0.458 -0.135
5 O 0.815 -1.168 -0.271
6 H 1.158 -1.994 -0.174
7 N -2.118 -1.340 -0.251

Charges per atom according to Mulliken partitioning, unit e: -0.14 0.69 -0.47 0.31 -0.20 0.32 -0.50

2.
Formula: CHFN2
Source: OMol25
Level of theory: ωB97M-V with the def2-TZVPD basis set

Computed properties:
Energy above the lowest of the compared OMol25 structures with the same formula, charge and spin, kcal/mol: 105.1
HOMO (spin up / spin down), eV: -11.47 / -11.02
Frontier orbital gap (spin up / spin down), eV: 10.91 / 8.22
Total energy, hartree: -247.82442

Positions of all 5 atoms, in Å:
1 H 1.972 0.047 0.764
2 N 0.204 -0.048 -0.607
3 C -0.771 -0.373 0.173
4 F 0.247 1.226 -1.082
5 N -1.652 -0.852 0.751

Charges per atom according to Mulliken partitioning, unit e: 0.06 -0.29 0.56 -0.07 -0.27

3.
Formula: CHFN2O
Source: OMol25
Level of theory: ωB97M-V with the def2-TZVPD basis set

Computed properties:
Energy above the lowest of the compared OMol25 structures with the same formula, charge and spin, kcal/mol: 94.2
HOMO, eV: -9.67
Frontier orbital gap, eV: 9.53
Total energy, hartree: -323.11564

Positions of all 6 atoms, in Å:
1 H 0.125 1.825 -0.846
2 C 0.407 0.889 -0.379
3 N -2.656 0.434 -0.135
4 N -2.254 0.705 -1.131
5 F 0.176 1.239 0.825
6 O -3.082 0.212 0.875

Charges per atom according to Mulliken partitioning, unit e: 0.15 -0.07 0.90 -0.36 -0.09 -0.52

4.
Formula: CHFN5
Source: OMol25
Level of theory: ωB97M-V with the def2-TZVPD basis set

Computed properties:
Energy above the lowest of the compared OMol25 structures with the same formula, charge and spin, kcal/mol: 97.0
HOMO (spin up / spin down), eV: -5.14 / -5.03
Total charge: -1
Frontier orbital gap (spin up / spin down), eV: 8.07 / 8.46
Total energy, hartree: -412.14899

Positions of all 8 atoms, in Å:
1 N -2.051 0.602 0.584
2 N -2.661 -1.293 -0.450
3 N -3.706 -0.585 -0.093
4 H 0.187 -0.041 -0.254
5 F 1.297 -1.388 0.828
6 N 0.964 -0.735 -0.380
7 C -1.673 -0.489 0.000
8 N -3.323 0.518 0.520

Charges per atom according to Mulliken partitioning, unit e: -0.23 -0.35 -0.30 0.40 -0.15 -0.23 0.26 -0.40

5.
Formula: CHFeO2
Source: OMol25
Level of theory: ωB97M-V with the def2-TZVPD basis set

Computed properties:
Energy above the lowest of the compared OMol25 structures with the same formula, charge and spin, kcal/mol: 0.0
Multiplicity: 6
HOMO (spin up / spin down), eV: -24.37 / -24.20
Total charge: +2
Frontier orbital gap (spin up / spin down), eV: 11.69 / 8.42
Total energy, hartree: -1451.92167

Positions of all 5 atoms, in Å:
1 C -1.018 0.720 -0.103
2 O -0.059 1.437 0.059
3 Fe 1.559 0.217 0.106
4 O 0.012 -0.810 -0.185
5 H -0.494 -1.564 0.124

Charges per atom according to Mulliken partitioning, unit e: 0.78 -0.25 1.52 -0.46 0.40

6.
Formula: CHI2O2S
Source: OMol25
Level of theory: ωB97M-V with the def2-TZVPD basis set

Computed properties:
Energy above the lowest of the compared OMol25 structures with the same formula, charge and spin, kcal/mol: 3.8
HOMO, eV: -4.14
Total charge: -1
Frontier orbital gap, eV: 6.94
Total energy, hartree: -1182.79744

Positions of all 7 atoms, in Å:
1 O -0.889 -0.578 -1.959
2 C 0.147 -0.255 0.614
3 S 0.030 0.357 -1.302
4 I 0.806 -2.321 0.674
5 H -0.827 0.008 1.174
6 O -0.652 1.669 -0.923
7 I 1.384 1.120 1.722

Charges per atom according to Mulliken partitioning, unit e: -0.56 -0.70 0.55 -0.03 0.38 -0.61 -0.02

7.
Formula: CHI4N
Source: OMol25
Level of theory: ωB97M-V with the def2-TZVPD basis set

Computed properties:
Energy above the lowest of the compared OMol25 structures with the same formula, charge and spin, kcal/mol: 18.4
HOMO, eV: -9.24
Frontier orbital gap, eV: 8.23
Total energy, hartree: -1284.18458

Positions of all 7 atoms, in Å:
1 I 1.714 0.492 1.584
2 I 1.230 0.242 -1.942
3 I 0.349 -2.460 0.198
4 C 0.463 -0.295 0.012
5 H -1.610 -0.315 -0.270
6 N -0.951 0.158 0.348
7 I -1.194 2.178 0.071

Charges per atom according to Mulliken partitioning, unit e: 0.24 0.23 0.18 -0.61 0.36 -0.59 0.20

8.
Formula: CHIOS2
Source: OMol25
Level of theory: ωB97M-V with the def2-TZVPD basis set

Computed properties:
Energy above the lowest of the compared OMol25 structures with the same formula, charge and spin, kcal/mol: 52.4
HOMO, eV: -8.58
Frontier orbital gap, eV: 7.59
Total energy, hartree: -1207.92725

Positions of all 6 atoms, in Å:
1 H 0.092 -1.354 1.147
2 S -0.981 1.063 0.929
3 O 1.100 -0.301 -0.261
4 I 1.523 1.157 -1.550
5 C -0.105 -0.365 0.313
6 S -1.629 -0.200 -0.578

Charges per atom according to Mulliken partitioning, unit e: 0.34 -0.11 -0.48 0.29 0.06 -0.10

9.
Formula: CHN2O3
Source: OMol25
Level of theory: ωB97M-V with the def2-TZVPD basis set

Computed properties:
Energy above the lowest of the compared OMol25 structures with the same formula, charge and spin, kcal/mol: 0.0
HOMO, eV: -4.55
Total charge: -1
Frontier orbital gap, eV: 8.47
Total energy, hartree: -373.93060

Positions of all 7 atoms, in Å:
1 N -1.130 -0.587 0.141
2 O 1.245 0.128 -0.565
3 N 2.392 0.443 -0.116
4 C -2.148 -0.022 -0.137
5 O 2.788 -0.096 0.973
6 O -3.211 0.421 -0.381
7 H 0.063 -0.288 0.086

Charges per atom according to Mulliken partitioning, unit e: -0.58 -0.51 0.21 0.52 -0.51 -0.57 0.43

10.
Formula: CHN2O3P
Source: OMol25
Level of theory: ωB97M-V with the def2-TZVPD basis set

Computed properties:
Energy above the lowest of the compared OMol25 structures with the same formula, charge and spin, kcal/mol: 60.5
HOMO, eV: 0.63
Total charge: -2
Frontier orbital gap, eV: 6.90
Total energy, hartree: -715.29058

Positions of all 8 atoms, in Å:
1 C -0.410 0.232 0.727
2 P 0.576 0.319 -1.061
3 O -0.401 1.178 -1.865
4 H -1.044 0.983 0.978
5 N -0.500 -0.831 1.413
6 O 1.920 1.011 -0.778
7 N -0.783 -1.752 2.073
8 O 0.641 -1.139 -1.486

Charges per atom according to Mulliken partitioning, unit e: -0.32 0.79 -0.81 0.38 0.44 -0.81 -0.88 -0.80

11.
Formula: CHN2O4
Source: OMol25
Level of theory: ωB97M-V with the def2-TZVPD basis set

Computed properties:
Energy above the lowest of the compared OMol25 structures with the same formula, charge and spin, kcal/mol: 5.8
HOMO, eV: -4.76
Total charge: -1
Frontier orbital gap, eV: 8.89
Total energy, hartree: -449.16032

Positions of all 8 atoms, in Å:
1 O 0.167 -1.259 -0.790
2 C -1.373 -0.167 0.837
3 N 0.865 -0.233 -0.708
4 O -0.971 -0.661 1.807
5 O -2.139 0.251 0.075
6 O 1.922 -0.112 -1.350
7 H 1.080 1.489 0.063
8 N 0.448 0.692 0.066

Charges per atom according to Mulliken partitioning, unit e: -0.73 0.81 1.18 -0.47 -0.47 -0.77 0.17 -0.70

12.
Formula: CHN2O4S
Source: OMol25
Level of theory: ωB97M-V with the def2-TZVPD basis set

Computed properties:
Energy above the lowest of the compared OMol25 structures with the same formula, charge and spin, kcal/mol: 0.0
Multiplicity: 3
HOMO (spin up / spin down), eV: -2.68 / -5.14
Total charge: -1
Frontier orbital gap (spin up / spin down), eV: 6.19 / 8.23
Total energy, hartree: -847.29651

Positions of all 9 atoms, in Å:
1 O 1.051 -0.916 0.416
2 O -2.239 1.904 -1.603
3 O 0.554 -2.719 2.108
4 S 1.299 -2.331 0.825
5 H 0.153 0.472 -0.012
6 N -0.142 -3.209 0.368
7 C -1.333 1.497 -0.991
8 N -0.371 1.300 -0.331
9 O -0.088 -4.413 0.138

Charges per atom according to Mulliken partitioning, unit e: -0.65 -0.50 -0.55 0.43 0.54 0.13 0.46 -0.43 -0.43

13.
Formula: CHN2O5P
Source: OMol25
Level of theory: ωB97M-V with the def2-TZVPD basis set

Computed properties:
Energy above the lowest of the compared OMol25 structures with the same formula, charge and spin, kcal/mol: 46.8
HOMO, eV: -11.60
Frontier orbital gap, eV: 9.61
Total energy, hartree: -865.51250

Positions of all 10 atoms, in Å:
1 O 0.758 -1.716 -0.866
2 N -2.204 0.076 -1.435
3 C -1.652 0.661 -0.620
4 O -0.788 -2.067 0.601
5 P -0.838 1.802 0.675
6 O 0.565 -0.378 0.949
7 H 1.830 0.978 0.145
8 N 0.123 -1.492 0.095
9 O 0.359 2.117 -0.048
10 O 1.848 0.019 0.504

Charges per atom according to Mulliken partitioning, unit e: -0.48 -0.31 0.23 -0.48 0.50 -0.19 0.43 1.07 -0.46 -0.31

14.
Formula: CHN2O5P
Source: OMol25
Level of theory: ωB97M-V with the def2-TZVPD basis set

Computed properties:
Multiplicity: 3
HOMO (spin up / spin down), eV: -9.34 / -11.53
Frontier orbital gap (spin up / spin down), eV: 9.34 / 7.63
Total energy, hartree: -865.48686

Positions of all 10 atoms, in Å:
1 N -3.108 -0.738 1.350
2 P -1.424 -0.764 -1.244
3 N -0.456 2.050 -2.635
4 O -0.464 -2.060 -0.789
5 O 0.115 -2.035 0.463
6 O -1.449 2.217 -3.204
7 H -0.597 -1.764 1.081
8 O -2.288 -1.261 -2.326
9 C -2.556 -0.848 0.353
10 O 0.533 2.410 -2.144

Charges per atom according to Mulliken partitioning, unit e: -0.28 0.72 0.80 -0.15 -0.30 -0.39 0.35 -0.42 0.09 -0.42

15.
Formula: CHN2OS
Source: OMol25
Level of theory: ωB97M-V with the def2-TZVPD basis set

Computed properties:
Energy above the lowest of the compared OMol25 structures with the same formula, charge and spin, kcal/mol: 56.0
HOMO (spin up / spin down), eV: -3.65 / -3.71
Total charge: -1
Frontier orbital gap (spin up / spin down), eV: 7.01 / 7.62
Total energy, hartree: -621.56009

Positions of all 6 atoms, in Å:
1 N 0.375 -0.635 0.558
2 C 0.902 -0.033 -0.494
3 S -1.909 0.163 0.284
4 H -1.561 1.154 -0.507
5 O 0.850 -0.470 1.720
6 N 1.343 -0.178 -1.562

Charges per atom according to Mulliken partitioning, unit e: -0.01 0.41 -0.46 0.03 -0.45 -0.51

16.
Formula: CHN3O
Source: OMol25
Level of theory: ωB97M-V with the def2-TZVPD basis set

Computed properties:
Energy above the lowest of the compared OMol25 structures with the same formula, charge and spin, kcal/mol: 90.3
HOMO, eV: -11.80
Frontier orbital gap, eV: 12.85
Total energy, hartree: -278.11368

Positions of all 6 atoms, in Å:
1 C -0.315 -1.796 0.425
2 O 0.206 1.745 1.772
3 N 0.003 0.774 2.317
4 N -0.152 -0.100 2.926
5 H -0.285 -2.907 0.681
6 N -0.428 -0.821 -0.113

Charges per atom according to Mulliken partitioning, unit e: 0.11 -0.53 0.88 -0.37 0.25 -0.35

17.
Formula: CHN3O2
Source: OMol25
Level of theory: ωB97M-V with the def2-TZVPD basis set

Computed properties:
Energy above the lowest of the compared OMol25 structures with the same formula, charge and spin, kcal/mol: 67.7
HOMO, eV: -10.32
Frontier orbital gap, eV: 9.92
Total energy, hartree: -353.32522

Positions of all 7 atoms, in Å:
1 N 0.143 1.370 -0.162
2 H -1.529 -1.291 0.036
3 N -1.023 -0.454 -0.023
4 C 1.029 0.152 -0.040
5 O 0.242 -0.900 -0.053
6 N -1.058 0.956 0.156
7 O 2.195 0.167 0.087

Charges per atom according to Mulliken partitioning, unit e: -0.15 0.26 0.13 0.54 -0.18 -0.16 -0.45

18.
Formula: CHN3O2
Source: OMol25
Level of theory: ωB97M-V with the def2-TZVPD basis set

Computed properties:
Energy above the lowest of the compared OMol25 structures with the same formula, charge and spin, kcal/mol: 135.5
HOMO (spin up / spin down), eV: -9.97 / -9.97
Frontier orbital gap (spin up / spin down), eV: 8.40 / 8.40
Total energy, hartree: -353.21729

Positions of all 7 atoms, in Å:
1 O -2.128 0.331 0.501
2 C 0.082 0.719 -0.020
3 N 1.272 0.639 -0.204
4 N 1.652 -0.628 -0.218
5 H -2.687 -0.142 -0.103
6 N -0.919 0.017 -0.151
7 O 2.727 -0.936 0.196

Charges per atom according to Mulliken partitioning, unit e: -0.30 0.49 -0.18 0.17 0.38 -0.22 -0.35

19.
Formula: CHN3O2S
Source: OMol25
Level of theory: ωB97M-V with the def2-TZVPD basis set

Computed properties:
Energy above the lowest of the compared OMol25 structures with the same formula, charge and spin, kcal/mol: 149.1
HOMO (spin up / spin down), eV: -9.32 / -8.16
Frontier orbital gap (spin up / spin down), eV: 8.75 / 6.12
Total energy, hartree: -751.39908

Positions of all 8 atoms, in Å:
1 O 1.576 1.306 0.081
2 O -1.052 1.622 1.007
3 C -2.984 -0.298 0.295
4 H -0.055 0.851 -2.531
5 S -2.169 1.353 0.122
6 N -0.001 1.470 -1.620
7 N 0.649 1.349 -0.674
8 N -3.595 -1.253 0.086

Charges per atom according to Mulliken partitioning, unit e: -0.46 -0.41 0.25 0.27 0.33 -0.43 0.79 -0.35

20.
Formula: CHN3O3
Source: OMol25
Level of theory: ωB97M-V with the def2-TZVPD basis set

Computed properties:
Energy above the lowest of the compared OMol25 structures with the same formula, charge and spin, kcal/mol: 42.2
HOMO, eV: -10.81
Frontier orbital gap, eV: 10.14
Total energy, hartree: -428.49721

Positions of all 8 atoms, in Å:
1 C 0.610 0.594 -0.511
2 O -1.457 -0.189 0.181
3 N 0.004 -0.176 0.559
4 N -1.534 0.757 -0.633
5 O 1.836 0.568 -0.679
6 N -0.480 1.307 -1.018
7 O 0.557 -1.322 0.615
8 H 0.462 -1.540 1.486

Charges per atom according to Mulliken partitioning, unit e: 0.55 -0.06 0.10 0.14 -0.48 -0.31 -0.32 0.38